{
  "formula": "C34H50BFN11S3Ti",
  "method": "ωB97M-V/def2-TZVPD",
  "spin_multiplicity": 3,
  "lumo_energy_ev": [2.29, 2.29],
  "total_energy_ev": -111480.00880,
  "de_lowest_kj_mol": 293.52,
  "homo_lumo_gap_ev": [5.1602, 6.7522],
  "total_charge": -1,
  "s2": 2.05,
  "symbols": ["Ti", "C", "C", "C", "C", "N", "C", "C", "N", "B", "N", "C", "C", "N", "C", "S", "C", "C", "C", "C", "N", "C", "C", "N", "C", "S", "C", "C", "C", "C", "C", "S", "H", "H", "H", "H", "H", "H", "H", "H", "H", "H", "H", "H", "H", "H", "H", "H", "H", "H", "H", "H", "H", "H", "H", "H", "H", "H", "H", "H", "H", "H", "H", "H", "H", "H", "C", "C", "C", "C", "N", "C", "N", "N", "N", "H", "H", "H", "H", "H", "H", "H", "H", "H", "H", "C", "C", "C", "C", "C", "C", "C", "C", "N", "H", "H", "H", "H", "H", "H", "F"],
  "positions_angstrom": [[0.2159, 0.4035, 0.0047], [-4.7699, -0.5494, 2.3023], [-5.4822, -0.2479, 0.9882], [-6.6752, -1.2042, 0.8715], [-5.9516, 1.2121, 1.0181], [-4.6544, -0.4181, -0.2338], [-5.2421, -0.1845, -1.4737], [-4.2850, -0.2683, -2.4085], [-3.1035, -0.5574, -1.7778], [-1.7272, -0.6601, -2.4390], [-1.2804, -2.1510, -2.2074], [-2.1887, -3.1173, -2.5801], [-1.7457, -4.3059, -2.1534], [-0.5438, -4.0983, -1.4903], [-0.2492, -2.7510, -1.5603], [1.1556, -1.9622, -1.0541], [0.1311, -5.2777, -0.8815], [-0.9087, -6.0013, -0.0158], [1.3279, -4.9657, 0.0110], [0.5953, -6.1857, -2.0265], [-0.6864, 0.4117, -1.9131], [0.4408, 0.5340, -2.7563], [0.7886, 1.8127, -2.8555], [-0.0589, 2.6012, -2.0996], [-1.0134, 1.7419, -1.5056], [-2.5116, 2.2457, -0.8769], [0.0499, 4.0738, -2.3007], [-0.9046, 4.9629, -1.5079], [-0.1852, 4.3488, -3.7956], [1.4727, 4.4785, -1.8941], [-3.3175, -0.6393, -0.4412], [-2.0669, -1.0049, 0.6366], [-5.5048, -0.4751, 3.1073], [-3.9686, 0.1598, 2.4894], [-4.3431, -1.5478, 2.3057], [-7.3288, -1.0843, 1.7363], [-6.3201, -2.2356, 0.8430], [-7.2630, -1.0159, -0.0273], [-6.4147, 1.4337, 1.9803], [-6.6759, 1.4221, 0.2287], [-5.0922, 1.8699, 0.8802], [-6.2859, 0.0439, -1.5839], [-4.3428, -0.1375, -3.4748], [-1.8663, -0.4842, -3.6247], [-3.0934, -2.8675, -3.1057], [-2.1911, -5.2778, -2.2544], [-1.3390, -5.3053, 0.7056], [-0.4265, -6.8130, 0.5293], [-1.7160, -6.4301, -0.6105], [1.0622, -4.2631, 0.7974], [2.1471, -4.5391, -0.5565], [1.6630, -5.8997, 0.4682], [-0.2386, -6.4857, -2.6630], [1.0608, -7.0843, -1.6187], [1.3263, -5.6600, -2.6423], [0.8972, -0.3216, -3.2136], [1.6400, 2.2147, -3.3727], [-1.9333, 4.8328, -1.8197], [-0.6070, 6.0013, -1.6809], [-0.8502, 4.7609, -0.4408], [-1.1146, 3.8680, -4.1053], [0.6308, 3.9666, -4.4105], [-0.2773, 5.4216, -3.9708], [1.5688, 4.4591, -0.8076], [1.6807, 5.4936, -2.2368], [2.2245, 3.8079, -2.3116], [5.4045, -1.5937, 0.8484], [5.5759, -0.5003, 1.9008], [4.6835, -0.7642, 3.1196], [5.3820, 0.8980, 1.2744], [4.1638, 1.1214, 0.5481], [2.8194, 1.1680, 1.0695], [2.0547, 0.9322, -0.1408], [2.9400, 0.8387, -1.1826], [4.1265, 0.9346, -0.8104], [5.4760, -2.5815, 1.3084], [6.1664, -1.5133, 0.0700], [4.4254, -1.5103, 0.3718], [6.6153, -0.5100, 2.2505], [3.6988, -1.1266, 2.8223], [4.5458, 0.1419, 3.7115], [5.1355, -1.5204, 3.7651], [6.1870, 1.0640, 0.5549], [5.4668, 1.6469, 2.0658], [2.6238, 0.4225, 1.8436], [-0.0659, 2.2330, 1.2819], [0.9971, 2.3081, 2.2291], [0.8758, 1.9481, 3.5649], [1.9134, 2.0996, 4.4785], [3.1167, 2.7316, 4.0694], [3.3245, 3.0478, 2.7513], [2.3794, 2.5825, 1.7071], [4.0877, 3.0947, 5.0499], [4.8735, 3.3864, 5.8409], [-0.0362, 3.0190, 0.5306], [-1.0587, 2.0985, 1.7110], [-0.0855, 1.5891, 3.9151], [1.7853, 1.8200, 5.5154], [4.2030, 3.6037, 2.4499], [2.3653, 3.2639, 0.8510], [0.4996, -0.4788, 1.5395]],
  "mulliken_charge": [0.130, -2.033, 1.365, -1.654, -1.457, 0.654, 0.028, -1.635, 0.478, -0.159, -0.049, -1.646, 0.008, 0.791, 0.251, -0.441, 1.326, -1.643, -2.097, -1.568, -0.117, -1.198, -0.989, 1.305, 0.536, -0.298, 1.096, -1.930, -1.667, -1.509, -0.001, -0.627, 0.533, 0.379, 0.444, 0.451, 0.367, 0.380, 0.460, 0.368, 0.242, 0.490, 0.566, -0.231, 0.576, 0.538, 0.348, 0.459, 0.403, 0.425, 0.479, 0.525, 0.366, 0.437, 0.352, 0.834, 0.432, 0.416, 0.523, 0.292, 0.316, 0.363, 0.461, 0.280, 0.553, 0.346, -1.284, 0.755, -1.315, -1.318, 1.337, -0.989, 2.002, -0.094, -1.232, 0.448, 0.360, 0.028, 0.461, 0.262, 0.167, 0.469, 0.533, 0.340, -0.272, -0.679, 0.346, -0.463, -1.244, 0.597, -1.491, 1.916, 0.164, -0.659, -0.284, 0.609, 0.423, 0.458, 0.567, -0.800, -0.537]
}



{
  "formula": "C34H50EuN4O3Sb",
  "method": "ωB97M-V/def2-TZVPD",
  "spin_multiplicity": 8,
  "lumo_energy_ev": [-2.31, -2.30],
  "total_energy_ev": -74032.77589,
  "de_lowest_kj_mol": 71.33,
  "homo_lumo_gap_ev": [6.4558, 6.5737],
  "total_charge": 1,
  "s2": 15.76,
  "symbols": ["Eu", "C", "C", "C", "C", "C", "C", "C", "C", "C", "C", "H", "H", "H", "H", "H", "H", "H", "H", "H", "H", "H", "H", "H", "H", "H", "C", "C", "C", "C", "C", "C", "N", "Sb", "C", "C", "C", "C", "C", "C", "N", "C", "C", "C", "C", "C", "C", "N", "H", "H", "H", "H", "H", "H", "H", "H", "H", "H", "H", "H", "H", "H", "H", "H", "H", "H", "C", "O", "C", "C", "O", "C", "C", "O", "C", "H", "H", "H", "H", "H", "H", "H", "H", "H", "H", "H", "H", "H", "H", "N", "H", "H", "H"],
  "positions_angstrom": [[-0.1766, 0.0550, -0.2563], [-0.2512, 3.2548, -0.3870], [0.6474, 3.2042, -1.4688], [0.0511, 2.3996, -2.4603], [-1.1567, 1.8936, -1.9638], [-1.3478, 2.4238, -0.6767], [-2.7554, 2.7243, -0.2475], [-2.3433, 1.5299, -2.8141], [0.5211, 2.3108, -3.8852], [1.9606, 3.9222, -1.5972], [-0.1653, 4.1948, 0.7850], [-3.4202, 1.8619, -0.3359], [-3.1954, 3.5115, -0.8778], [-2.8375, 3.0796, 0.7797], [-2.9552, 0.7092, -2.4184], [-2.0523, 1.2300, -3.8233], [-3.0214, 2.3862, -2.9231], [0.1648, 1.4064, -4.3878], [1.6127, 2.3342, -3.9798], [0.1559, 3.1561, -4.4803], [2.7572, 3.2606, -1.9653], [2.3026, 4.3257, -0.6393], [1.9262, 4.7689, -2.2909], [0.4158, 3.8180, 1.6359], [-1.1567, 4.4382, 1.1743], [0.2975, 5.1443, 0.5029], [-2.1977, 2.1735, 3.1618], [-2.9187, 1.0754, 2.4382], [-4.2900, 1.1459, 2.2117], [-4.9071, 0.1664, 1.4646], [-4.1575, -0.9255, 1.0490], [-2.8107, -0.9782, 1.3940], [-2.1886, 0.0330, 2.0239], [-2.1163, -2.9988, 1.5506], [-1.3974, -3.3020, -0.4517], [-1.4103, -4.6288, -0.8575], [-1.3250, -4.9169, -2.2175], [-1.2660, -3.8698, -3.1047], [-1.2300, -2.5561, -2.6281], [-1.1517, -1.4223, -3.6084], [-1.2635, -2.2828, -1.3214], [-0.4735, -2.9143, 2.8754], [-0.5918, -3.9109, 3.8367], [0.3784, -3.9899, 4.8322], [1.4145, -3.0813, 4.8173], [1.4682, -2.1144, 3.8049], [2.5926, -1.1182, 3.7272], [0.5416, -2.0284, 2.8615], [-1.7038, 1.7920, 4.0571], [-1.4356, 2.6006, 2.5095], [-2.8838, 2.9688, 3.4545], [-4.8463, 1.9939, 2.5906], [-5.9624, 0.2310, 1.2287], [-4.6245, -1.7475, 0.5212], [-1.5259, -5.4257, -0.1312], [-1.3364, -5.9434, -2.5687], [-1.2316, -4.0405, -4.1751], [-2.1419, -1.2244, -4.0272], [-0.8020, -0.4971, -3.1635], [-0.4829, -1.6786, -4.4329], [-1.4272, -4.6005, 3.8256], [0.3106, -4.7429, 5.6096], [2.1848, -3.1024, 5.5803], [2.7274, -0.5818, 4.6690], [3.5341, -1.6220, 3.5000], [2.3879, -0.3989, 2.9343], [2.0701, -2.6751, -2.9778], [1.6625, -1.3905, -2.5575], [2.4827, -0.3364, -3.0353], [3.3418, 0.1865, -1.9346], [2.5334, 0.6977, -0.8883], [3.3345, 1.1614, 0.1840], [2.4887, 1.8400, 1.2003], [1.4641, 0.9575, 1.6416], [1.0672, 1.2044, 2.9868], [3.1224, -2.8542, -2.7205], [1.4587, -3.4138, -2.4610], [1.9455, -2.8024, -4.0589], [3.1181, -0.6785, -3.8579], [1.8362, 0.4492, -3.4089], [3.9968, -0.6081, -1.5444], [3.9848, 0.9871, -2.3219], [3.8743, 0.3138, 0.6261], [4.0765, 1.8806, -0.1846], [3.1319, 2.1106, 2.0436], [2.0323, 2.7390, 0.7920], [0.7001, 2.2251, 3.1024], [0.2792, 0.4983, 3.2315], [1.9216, 1.0589, 3.6547], [1.4848, -1.9131, 0.3229], [1.1087, -2.8567, 0.2915], [1.7660, -1.7685, 1.3065], [2.2994, -1.8920, -0.2729]],
  "mulliken_charge": [0.588, -0.139, 1.292, 0.700, 1.000, 1.556, -1.820, -1.994, -2.173, -2.069, -1.952, 0.232, 0.441, 0.510, 0.253, 0.535, 0.331, 0.378, 0.511, 0.406, 0.150, 0.423, 0.445, 0.094, 0.438, 0.490, -0.991, 0.542, -0.743, -0.923, -0.951, 0.538, 0.257, 0.876, -0.285, -0.717, -0.771, -0.752, 0.326, -0.697, 0.761, -0.119, -0.852, -0.624, -0.932, 1.303, -0.766, 0.482, 0.405, -0.093, 0.371, 0.421, 0.415, 0.525, 0.524, 0.426, 0.505, 0.622, -0.675, 0.366, 0.450, 0.405, 0.500, 0.501, 0.387, -0.712, -1.055, 0.375, -0.248, -0.758, 0.154, -1.327, -0.203, 0.522, -1.106, 0.437, 0.222, 0.276, 0.556, -0.529, 0.263, 0.515, 0.447, 0.471, 0.426, -0.107, 0.302, 0.243, 0.357, -0.514, 0.295, -0.053, 0.106]
}



{
  "formula": "C34H50N4O3P2RbSe2",
  "method": "ωB97M-V/def2-TZVPD",
  "lumo_energy_ev": -2.44,
  "total_energy_ev": -198093.47339,
  "de_lowest_kj_mol": 0.00,
  "homo_lumo_gap_ev": 7.6392,
  "total_charge": 1,
  "symbols": ["Rb", "C", "O", "C", "C", "O", "C", "C", "O", "C", "H", "H", "H", "H", "H", "H", "H", "H", "H", "H", "H", "H", "H", "H", "C", "P", "C", "N", "C", "C", "C", "C", "C", "C", "N", "C", "P", "C", "C", "C", "C", "C", "C", "C", "C", "C", "H", "H", "H", "H", "H", "H", "H", "H", "H", "H", "H", "H", "H", "H", "H", "H", "H", "H", "H", "H", "H", "H", "H", "H", "H", "H", "H", "H", "Se", "Se", "C", "C", "C", "C", "C", "N", "C", "C", "C", "C", "C", "N", "H", "H", "H", "H", "H", "H", "H", "H"],
  "positions_angstrom": [[-0.6306, -0.0089, 0.1351], [-1.1207, 2.5556, 2.8208], [-0.0203, 2.1817, 2.0019], [0.6340, 3.2546, 1.3505], [-0.0767, 3.6606, 0.0781], [-0.1623, 2.5926, -0.8603], [0.8720, 2.5174, -1.8407], [1.9326, 1.4764, -1.5531], [1.3866, 0.1881, -1.8030], [2.3783, -0.8302, -1.8306], [-0.8428, 3.3708, 3.4944], [-1.9873, 2.8646, 2.2297], [-1.3838, 1.6808, 3.4148], [0.7233, 4.1190, 2.0170], [1.6396, 2.8982, 1.1185], [-1.1035, 3.9538, 0.3025], [0.4295, 4.5253, -0.3617], [0.3880, 2.2431, -2.7798], [1.3453, 3.4940, -1.9721], [2.7813, 1.6568, -2.2236], [2.2933, 1.5347, -0.5206], [3.1421, -0.6073, -2.5812], [2.8560, -0.9445, -0.8529], [1.8800, -1.7587, -2.0992], [-1.0843, -1.8387, -3.8924], [-1.7834, -1.8776, -2.1952], [-3.5968, -1.8499, -2.6117], [-3.9925, -2.5323, -3.6608], [-5.3171, -2.5973, -3.9333], [-5.7693, -3.3192, -5.0646], [-7.1060, -3.4050, -5.3159], [-8.0476, -2.7804, -4.4575], [-7.6362, -2.0770, -3.3644], [-6.2522, -1.9677, -3.0852], [-5.8326, -1.2378, -2.0237], [-4.5441, -1.1483, -1.7892], [-4.0026, -0.0209, -0.4053], [-5.4146, -0.2752, 0.7432], [-4.3396, 1.6557, -1.1778], [-3.3809, 1.7879, -2.3693], [-5.7715, 1.9078, -1.6355], [-3.9536, 2.6876, -0.1103], [-1.5570, -3.6604, -1.6528], [-0.0682, -3.8090, -1.3056], [-1.9396, -4.7236, -2.6776], [-2.3881, -3.8337, -0.3762], [-1.6157, -2.5120, -4.5606], [-0.0237, -2.0934, -3.8610], [-1.1690, -0.8177, -4.2681], [-5.0322, -3.7925, -5.7013], [-7.4593, -3.9576, -6.1776], [-9.1038, -2.8628, -4.6803], [-8.3370, -1.5870, -2.6994], [-6.3657, -0.2238, 0.2193], [-5.3847, 0.4620, 1.5465], [-5.3137, -1.2676, 1.1860], [-3.6198, 1.0669, -3.1564], [-2.3385, 1.6446, -2.0675], [-3.4643, 2.7902, -2.8007], [-6.0643, 1.2523, -2.4541], [-5.8469, 2.9421, -1.9884], [-6.4921, 1.7824, -0.8242], [-2.9287, 2.5251, 0.2358], [-4.6218, 2.6494, 0.7537], [-4.0107, 3.6957, -0.5315], [0.5595, -3.7396, -2.1978], [0.1092, -4.7896, -0.8552], [0.2638, -3.0519, -0.5877], [-1.3663, -4.6226, -3.6011], [-2.9987, -4.6898, -2.9305], [-1.7218, -5.7107, -2.2567], [-2.0967, -3.1161, 0.3974], [-2.2396, -4.8386, 0.0298], [-3.4574, -3.7088, -0.5707], [1.2542, -2.3772, 4.0161], [1.1044, -0.2576, 3.0229], [2.9989, 0.0106, 2.7795], [3.8916, -0.0845, 3.8418], [5.2334, 0.1550, 3.5955], [5.6281, 0.5145, 2.3163], [4.6576, 0.6182, 1.3342], [3.3636, 0.3593, 1.5472], [-0.6081, -2.7038, 3.7077], [-1.1546, -3.9505, 4.0014], [-2.5003, -4.1458, 3.7584], [-3.2581, -3.1047, 3.2349], [-2.6241, -1.9062, 2.9784], [-1.3208, -1.6989, 3.2099], [3.5363, -0.3337, 4.8323], [5.9601, 0.0777, 4.3951], [6.6662, 0.7153, 2.0862], [4.9235, 0.9135, 0.3242], [-0.5366, -4.7398, 4.4084], [-2.9568, -5.1037, 3.9728], [-4.3142, -3.2244, 3.0350], [-3.1765, -1.0614, 2.5785]],
  "mulliken_charge": [0.989, -0.721, 0.305, -0.491, -0.815, 0.067, -0.939, 0.085, 0.005, -0.547, 0.313, 0.225, 0.178, 0.455, 0.070, 0.364, 0.396, 0.320, 0.436, 0.548, -0.352, 0.406, 0.144, -0.095, -1.661, 0.945, -0.143, -0.318, 0.157, -0.582, -0.564, -0.564, -0.497, 0.228, -0.305, 0.094, 0.950, -1.758, 1.826, -1.845, -1.837, -1.740, 1.911, -1.853, -1.819, -2.004, 0.456, 0.346, 0.399, 0.462, 0.413, 0.408, 0.456, 0.497, 0.414, 0.335, 0.306, 0.324, 0.542, 0.356, 0.499, 0.351, 0.020, 0.388, 0.583, 0.364, 0.517, 0.298, 0.352, 0.332, 0.500, 0.349, 0.522, 0.326, -0.146, 0.179, 0.145, -0.619, -0.417, -0.856, -0.030, 0.088, 0.590, -0.733, -0.435, -0.746, -0.472, -0.159, 0.439, 0.419, 0.404, 0.389, 0.400, 0.426, 0.470, 0.580]
}